This record from the OMol25 dataset describes a molecular structure, C2H3FeO2. The level of theory is ωB97M-V with the def2-TZVPD basis set.

The geometry in XYZ format:
```
8
Properties=species:S:1:pos:R:3:lowdin_spin:R:1
O 1.631 2.360 0.808 0.62
Fe 1.261 0.501 0.255 3.67
O 2.440 2.014 -0.186 0.60
C -1.399 -0.707 -0.276 0.07
C -0.107 -0.951 0.019 0.02
H -2.181 -1.479 -0.233 0.00
H -1.743 0.269 -0.642 0.01
H 0.097 -2.008 0.256 0.01
```

The energy above the lowest of the compared OMol25 structures with the same formula, charge and spin is 126.2 kJ/mol. The calculation puts the LUMO energy (alpha / beta) at 0.33 / -1.09 eV. For the HOMO energy (alpha / beta), the calculation gives -9.49 / -9.79 eV. The HOMO-LUMO gap (alpha / beta) comes out at 9.824 / 8.710 eV. As for the spin multiplicity: 6.

---

This record from the OMol25 dataset describes a molecular structure, C2H3I2NO in a non-equilibrium geometry. The level of theory is ωB97M-V with the def2-TZVPD basis set.

The geometry in XYZ format:
```
9
Properties=species:S:1:pos:R:3:lowdin_charge:R:1
C -0.906 0.941 0.776 -0.81
C 0.165 1.388 1.711 -1.22
N -0.958 -0.356 0.295 0.11
O -1.688 1.733 0.308 -0.02
I 0.127 3.403 2.231 0.86
I 1.200 0.034 2.906 0.81
H 1.054 1.100 -1.151 0.14
H -0.044 -0.721 0.118 0.04
H -1.617 -0.419 -0.458 0.10
```

The energy above the lowest of the compared OMol25 structures with the same formula, charge and spin is 390.7 kJ/mol. The calculation puts the LUMO energy (alpha / beta) at -1.74 / -0.70 eV. For the HOMO energy (alpha / beta), the calculation gives -9.57 / -8.65 eV. The HOMO-LUMO gap (alpha / beta) comes out at 7.834 / 7.945 eV. As for the spin multiplicity: 1.

---

This record from the OMol25 dataset describes 2 unconnected molecules or ions with the total composition C2H3I3O2 in a non-equilibrium geometry. The level of theory is ωB97M-V with the def2-TZVPD basis set.

The geometry in XYZ format:
```
10
Properties=species:S:1:pos:R:3:lowdin_charge:R:1
C -1.041 0.345 0.296 -1.36
C 0.314 -0.174 -0.242 -1.12
O 0.574 -1.499 0.143 -0.11
O 1.263 0.648 0.227 -0.07
I -1.005 0.040 2.400 0.81
I -1.546 2.271 -0.203 0.81
I 0.125 -0.220 -2.568 0.65
H -2.254 -0.510 -0.211 0.20
H 1.510 -1.489 0.369 0.11
H 2.061 0.587 -0.210 0.07
```

The energy above the lowest of the compared OMol25 structures with the same formula, charge and spin is 190.6 kJ/mol. The calculation puts the LUMO energy at -0.41 eV. For the HOMO energy, the calculation gives -9.03 eV. The HOMO-LUMO gap comes out at 8.622 eV. As for the spin multiplicity: 1.

---

This record from the OMol25 dataset describes a molecular structure, C2H3IMgO4S. The level of theory is ωB97M-V with the def2-TZVPD basis set.

The geometry in XYZ format:
```
12
Properties=species:S:1:pos:R:3:lowdin_charge:R:1
O -2.032 -1.257 -0.679 -0.20
S -0.757 -0.667 -1.018 0.59
O -0.670 -0.048 -2.294 -0.15
O -0.822 0.644 0.029 -0.35
C 0.231 0.567 1.069 -0.12
C 1.299 -0.326 0.416 -0.66
I 2.730 0.668 -0.747 1.14
O 0.485 -1.281 -0.448 -0.18
H 0.590 1.570 1.274 0.14
H -0.224 0.111 1.946 0.15
H 1.788 -0.982 1.129 0.12
Mg -2.618 0.999 -0.678 1.52
```

Its charge is +2. The calculation puts the LUMO energy at -11.86 eV. For the HOMO energy, the calculation gives -17.11 eV. The HOMO-LUMO gap comes out at 5.244 eV. As for the spin multiplicity: 1.